This record from the Open Molecules 2025 dataset describes a cluster of 11 separate species, C61H104F9N8O2P in total in a non-equilibrium geometry. The level of theory is wB97M-V/def2-TZVPD.

Values from the calculation:
Max |F|, eV/A: 3.844
Expectation value of S²: 0.751
Orbital gap (alpha / beta), eV: 2.918 / 8.033

```
! wB97M-V def2-TZVPD RIJCOSX def2/J DEFGRID3
* xyz 1 2
C -6.4883 20.8281 6.1991
C -6.0328 22.1444 5.7410
C -5.2276 22.8969 6.8229
N -4.8092 24.2647 6.3494
C -6.0756 25.2270 6.2985
C -5.6818 26.7532 6.1554
C -4.6693 27.1888 7.1896
C -3.4048 26.2703 7.1737
C -3.7451 24.7262 7.3387
C -4.0232 24.2940 5.0005
H -7.2515 21.1367 6.9135
H -5.7604 20.0906 6.5371
H -7.0950 20.3487 5.4308
H -6.8838 22.7958 5.5418
H -5.4956 21.9400 4.8149
H -4.3262 22.3370 7.0719
H -5.7952 22.9470 7.7521
H -6.5230 25.2624 7.2918
H -6.7319 24.9542 5.4722
H -6.4887 27.4810 6.2412
H -5.1763 26.9299 5.2060
H -4.9812 27.1907 8.2340
H -4.3618 28.2321 7.1171
H -2.6893 26.6208 7.9175
H -2.8734 26.3876 6.2293
H -4.1950 24.4657 8.2968
H -2.8894 24.0533 7.2841
H -3.0892 23.7418 5.1049
H -3.6708 25.3050 4.7961
H -4.4840 23.8392 4.1237
C -2.1127 20.9696 12.3866
C -2.8626 21.1096 13.6779
C -4.0175 19.9309 13.6155
C -5.1321 20.4811 12.6899
N -6.1791 19.3871 12.3019
C -5.5901 18.4402 11.2409
C -5.6219 19.2039 9.9779
C -6.9601 19.9927 9.9797
C -7.3473 20.0541 11.4646
C -6.7818 18.5933 13.5125
C -7.3169 19.4314 14.5962
C -8.0539 18.6416 15.6611
H -2.3959 20.1526 11.7228
H -1.0478 20.7802 12.5218
H -2.1940 21.8062 11.6927
H -3.2637 22.1195 13.7635
H -2.3067 20.9552 14.6027
H -4.4243 19.8145 14.6200
H -3.6345 18.9490 13.3374
H -4.8598 21.1142 11.8455
H -5.8036 21.1093 13.2751
H -6.2297 17.5649 11.1271
H -4.5458 18.1666 11.3913
H -5.5487 18.5601 9.1013
H -4.7810 19.8947 10.0402
H -7.7530 19.5054 9.4124
H -6.9419 20.9643 9.4861
H -8.3414 19.6830 11.7137
H -7.4557 21.0910 11.7828
H -6.0060 17.8760 13.7804
H -7.4819 17.9044 13.0398
H -7.7734 20.3046 14.1301
H -6.5006 19.9494 15.0994
H -8.2724 19.1893 16.5778
H -7.4513 17.7601 15.8800
H -9.0129 18.2360 15.3385
C -9.8911 27.0890 12.9178
C -10.0578 26.1232 11.6566
C -11.5729 25.9274 11.3218
C -11.8783 25.3057 9.9433
N -13.4337 24.8743 9.6494
C -13.9743 23.7860 10.6660
C -15.1808 23.0742 9.9777
C -14.7980 23.1997 8.5444
C -13.5697 24.0849 8.2637
C -14.3366 26.0932 9.7758
C -13.8151 27.2976 8.8678
C -14.8768 28.3241 8.4892
H -10.6306 26.8302 13.6757
H -10.2061 28.0746 12.5753
H -8.8898 26.9928 13.3376
H -9.5422 25.1657 11.7301
H -9.5035 26.5778 10.8355
H -12.2084 26.7741 11.5814
H -11.8047 25.2118 12.1106
H -11.3987 24.3293 9.8753
H -11.6445 26.0106 9.1455
H -14.1535 24.1350 11.6830
H -13.0413 23.2259 10.7278
H -16.1132 23.5622 10.2615
H -15.2564 22.0845 10.4281
H -15.6192 23.5647 7.9276
H -14.5219 22.2012 8.2055
H -13.8105 24.7211 7.4121
H -12.6516 23.5313 8.0668
H -14.3907 26.2823 10.8479
H -15.2881 25.7812 9.3452
H -13.4488 26.8341 7.9518
H -12.9034 27.7941 9.1999
H -15.7032 27.9932 7.8603
H -14.3848 29.0819 7.8795
H -15.2284 28.9970 9.2714
P -10.8602 19.7763 7.0250
F -9.8346 19.8171 5.7232
F -9.8218 20.5542 8.0871
F -11.5419 21.1977 6.6765
F -11.9540 19.5550 8.2658
F -11.9546 19.0231 6.0651
F -10.2773 18.3202 7.5728
N -11.4567 20.8261 10.6545
C -10.6097 21.8461 10.7753
C -10.3533 22.0771 12.1247
C -11.2497 21.2285 12.8090
C -11.9775 20.4988 11.8797
H -11.6956 20.4457 9.7499
H -9.9918 22.1567 9.9457
H -9.6185 22.6712 12.6475
H -11.2165 21.2953 13.8864
H -12.7852 19.7881 11.9736
N -9.3750 21.3791 3.6542
C -10.5936 21.3652 3.0191
C -10.6354 22.3638 2.1093
C -9.2398 22.7381 1.9407
C -8.5190 22.2796 3.0574
H -9.1753 20.8562 4.4950
H -11.3212 20.6445 3.3620
H -11.4142 22.6732 1.4280
H -8.8741 23.4877 1.2546
H -7.5477 22.4214 3.5078
N -9.7117 23.3914 6.8683
C -9.1807 24.2691 7.7958
C -9.5708 25.5096 7.4119
C -10.0301 25.3697 6.0675
C -10.2456 24.0102 5.8172
H -9.6680 22.3836 6.9187
H -8.7482 23.8067 8.6708
H -9.4541 26.4846 7.8615
H -10.1606 26.1817 5.3675
H -10.7284 23.5628 4.9609
N -8.9287 16.1492 10.6167
C -9.6855 17.2545 10.7933
C -10.0694 17.2601 12.1340
C -9.5278 16.1779 12.8388
C -8.9116 15.4658 11.8021
H -8.6159 15.7813 9.7296
H -9.9494 17.9881 10.0460
H -10.6632 17.9995 12.6508
H -9.6642 15.9234 13.8794
H -8.4737 14.4794 11.8408
N -8.8349 15.4445 7.6513
C -7.5592 15.7636 7.9548
C -6.9170 14.5326 8.2188
C -7.9247 13.5805 8.3881
C -9.1626 14.1643 8.0050
H -9.5252 16.1526 7.4458
H -7.1230 16.7513 7.9312
H -5.8606 14.3427 8.3394
H -7.7851 12.5823 8.7760
H -10.1417 13.7153 8.0832
C -15.3508 19.8795 3.5901
C -16.5265 20.7084 3.6255
C -16.4139 21.9703 4.1784
C -15.1852 22.4504 4.6844
C -14.0992 21.6698 4.6194
C -14.1129 20.4534 3.9790
H -15.4361 18.8345 3.3313
H -17.5022 20.3159 3.3801
H -17.2763 22.5976 4.3490
H -15.0776 23.4328 5.1199
H -13.1880 21.9745 5.1126
H -13.2608 19.7972 4.0769
C -15.3224 18.8624 7.9031
C -16.2950 19.0909 9.0940
O -17.0192 20.3168 8.8578
C -18.0784 20.2227 8.1604
O -18.4847 19.2228 7.5923
C -18.8870 21.5336 8.0380
F -18.7489 21.8813 6.7236
F -20.1967 21.4160 8.3968
F -18.3940 22.5542 8.7379
H -14.5868 18.0994 8.1578
H -14.8012 19.7911 7.6709
H -15.9128 18.5850 7.0298
H -15.7229 19.1454 10.0202
H -16.9678 18.2354 9.1528
*
```